This record from OMol25 describes a molecular structure, C48H52FGe2N6O3Os at a distorted geometry. The level of theory is the ωB97M-V functional and the def2-TZVPD basis.

Atoms and positions in Å:
Os -22.566 -2.748 11.068
C -20.556 -0.254 12.613
C -21.800 -0.436 13.372
C -22.060 0.309 14.536
C -23.297 0.226 15.256
C -24.294 -0.478 14.647
C -24.008 -1.246 13.505
N -22.824 -1.244 12.921
C -25.052 -2.103 12.961
C -26.179 -2.434 13.681
C -27.109 -3.106 12.892
C -26.949 -3.504 11.574
C -25.722 -3.120 10.991
N -24.759 -2.503 11.693
C -25.373 -3.579 9.632
C -26.281 -4.170 8.801
C -25.833 -4.659 7.634
C -24.474 -4.664 7.364
C -23.554 -4.160 8.298
C -22.055 -4.246 8.076
N -24.003 -3.639 9.396
H -19.980 0.538 13.118
H -20.753 0.163 11.602
H -19.834 -1.134 12.559
H -21.232 0.931 14.952
H -23.510 0.908 16.049
H -25.234 -0.362 15.107
H -26.315 -2.196 14.743
H -27.952 -3.469 13.446
H -27.753 -4.070 11.141
H -27.347 -4.123 9.068
H -26.535 -5.039 6.907
H -24.124 -5.043 6.384
H -21.909 -4.815 7.208
H -21.608 -4.691 8.986
H -21.771 -3.211 7.958
C -15.084 -2.639 12.394
C -15.439 -3.591 11.233
N -16.810 -3.327 10.774
C -17.786 -3.886 11.498
C -19.165 -3.629 11.347
C -20.106 -4.160 12.341
O -19.704 -4.494 13.399
O -21.385 -4.003 12.079
C -19.481 -2.636 10.378
O -20.713 -2.197 10.164
C -18.432 -1.948 9.710
C -18.735 -0.842 8.837
C -17.738 -0.282 8.048
F -18.096 0.691 7.182
C -16.448 -0.765 8.150
C -16.086 -1.662 9.069
C -17.061 -2.341 9.820
N -15.461 -0.163 7.322
C -14.933 1.069 7.834
C -13.503 1.278 7.294
N -13.515 1.151 5.776
C -14.223 -0.096 5.266
C -15.615 -0.233 5.858
H -14.003 -2.653 12.614
H -15.647 -2.822 13.295
H -15.223 -1.594 12.083
H -15.373 -4.602 11.639
H -14.689 -3.578 10.416
H -17.394 -4.559 12.240
H -19.731 -0.652 8.582
H -15.026 -2.017 9.194
H -14.855 0.914 8.934
H -15.463 1.959 7.429
H -12.769 0.593 7.720
H -13.172 2.266 7.595
H -12.560 1.187 5.451
H -13.886 2.017 5.369
H -13.510 -0.861 5.508
H -14.200 0.060 4.133
H -16.045 -1.188 5.405
H -16.205 0.625 5.450
C -18.681 10.768 11.840
Ge -19.980 9.666 10.915
C -21.293 10.675 9.826
C -19.590 7.877 10.192
Ge -21.257 8.773 12.960
C -20.471 7.527 14.140
C -21.235 6.768 15.062
C -20.541 5.981 16.068
C -19.180 6.066 16.099
C -18.392 6.737 15.152
C -19.041 7.473 14.173
C -22.981 9.222 13.561
C -23.997 9.344 12.638
C -25.306 9.591 13.150
C -25.696 9.651 14.456
C -24.687 9.441 15.354
C -23.323 9.128 14.878
H -17.723 10.903 11.417
H -18.539 10.490 12.811
H -19.031 11.816 11.652
H -20.570 11.065 9.072
H -21.581 11.591 10.386
H -22.000 10.146 9.252
H -19.522 7.756 9.141
H -20.486 7.252 10.395
H -18.681 7.402 10.704
H -22.306 6.648 15.029
H -21.056 5.313 16.663
H -18.802 5.493 16.975
H -17.344 6.693 15.193
H -18.406 8.002 13.463
H -23.786 9.308 11.585
H -26.191 9.611 12.550
H -26.721 9.626 14.820
H -25.003 9.197 16.396
H -22.519 8.814 15.629

Relative energy (zero: lowest compared OMol25 entry of this formula, charge and spin), kcal/mol: 0.0
2S+1: 6
Frontier orbital gap (spin up / spin down), hartree: 0.2447 / 0.2010
⟨S²⟩: 8.761
Total charge: +4

Here are the Löwdin charges for atoms 1 to 6, given in e: number 1, Os, carries 1.83; number 2, C, carries -0.04; number 3, C, carries -0.28; number 4, C, carries 0.03; number 5, C, carries 0.02; number 6, C, carries 0.01